No. 1
{
  "formula": "C36H25BCl5N6O2Rb",
  "method": "wB97M-V/def2-TZVPD",
  "species": ["Rb", "C", "O", "C", "C", "C", "C", "C", "C", "N", "N", "C", "C", "O", "C", "C", "C", "C", "C", "C", "C", "C", "H", "H", "H", "H", "H", "H", "H", "H", "H", "H", "H", "H", "H", "Cl", "C", "C", "C", "Cl", "C", "Cl", "C", "Cl", "C", "Cl", "B", "C", "N", "H", "H", "H", "N", "C", "C", "C", "C", "C", "C", "N", "C", "C", "C", "C", "N", "C", "C", "H", "H", "H", "H", "H", "H", "H", "H", "H"],
  "coordinates": [[20.133, 15.397, 14.213], [20.059, 13.601, 11.084], [19.993, 13.228, 12.469], [20.049, 11.905, 12.822], [20.522, 10.867, 12.012], [20.380, 9.523, 12.412], [19.921, 9.190, 13.636], [19.433, 10.250, 14.439], [19.476, 11.573, 14.073], [19.117, 12.563, 14.980], [18.143, 12.309, 15.731], [17.706, 13.185, 16.708], [18.290, 14.434, 17.119], [19.399, 14.845, 16.817], [17.463, 15.270, 17.985], [16.352, 14.882, 18.534], [15.849, 13.590, 18.368], [14.698, 13.152, 19.078], [14.173, 11.879, 18.847], [14.778, 11.087, 17.909], [15.889, 11.471, 17.155], [16.537, 12.705, 17.422], [19.114, 13.234, 10.675], [20.923, 13.111, 10.632], [20.035, 14.678, 11.115], [20.995, 11.017, 11.045], [20.668, 8.779, 11.697], [19.867, 8.186, 13.995], [19.222, 10.055, 15.537], [17.915, 16.216, 18.189], [15.817, 15.549, 19.203], [14.157, 13.875, 19.673], [13.434, 11.408, 19.502], [14.438, 10.087, 17.843], [16.229, 10.708, 16.397], [23.202, 14.356, 10.126], [23.769, 15.465, 11.529], [22.950, 15.864, 12.504], [23.549, 16.652, 13.510], [22.672, 17.246, 14.938], [24.896, 17.176, 13.416], [25.599, 18.177, 14.632], [25.721, 16.657, 12.402], [27.294, 17.367, 12.190], [25.154, 15.807, 11.473], [26.219, 15.180, 10.269], [17.334, 15.267, 10.079], [17.600, 15.646, 11.592], [17.891, 16.188, 12.603], [16.713, 16.184, 9.557], [18.359, 15.242, 9.378], [16.957, 14.106, 10.018], [15.436, 18.440, 11.934], [14.353, 18.605, 11.075], [14.019, 18.096, 9.820], [12.864, 18.516, 9.273], [11.971, 19.488, 9.844], [12.357, 20.080, 11.028], [13.511, 19.565, 11.661], [14.077, 19.927, 12.859], [15.228, 19.310, 12.979], [16.061, 19.343, 14.179], [16.997, 18.355, 14.579], [17.694, 18.557, 15.718], [17.578, 19.578, 16.528], [16.701, 20.530, 16.163], [15.923, 20.415, 15.036], [16.306, 17.977, 11.780], [14.643, 17.473, 9.249], [12.653, 18.173, 8.220], [11.030, 19.756, 9.371], [11.775, 20.800, 11.485], [17.212, 17.515, 13.986], [18.444, 17.847, 16.012], [16.603, 21.398, 16.746], [15.136, 21.133, 14.788]],
  "forces_ev_per_a": [[0.1, -0.2, 0.0], [-0.7, -1.4, 0.7], [0.5, -0.8, 0.8], [-0.4, 0.3, -0.8], [-0.4, 0.0, 0.1], [0.7, 0.8, -1.1], [-1.3, 1.3, 1.2], [0.8, -1.5, 2.0], [0.1, -0.7, -0.2], [0.0, 2.0, 0.4], [-0.1, -0.4, 0.1], [-0.3, -0.6, 0.1], [-1.4, -0.8, 0.3], [1.9, 0.7, -0.9], [2.2, 0.4, -1.0], [-1.7, 0.6, 1.6], [-0.8, -2.6, -0.6], [0.2, -0.3, -1.2], [0.2, 0.9, 1.4], [1.4, 0.1, -0.7], [-0.2, -1.0, 0.0], [-1.2, 0.7, -0.1], [0.2, 0.2, -0.5], [-0.1, 0.7, -0.2], [0.5, 0.2, -0.5], [-0.3, 0.4, 0.2], [0.3, -0.4, -0.2], [0.0, -0.5, 0.1], [-0.2, 0.2, -1.6], [0.1, 0.7, 0.1], [-0.1, 0.1, 0.0], [0.2, 0.0, 0.4], [-0.1, 0.5, -0.3], [-0.4, -0.9, -0.5], [0.0, 1.3, 0.9], [0.4, 0.9, 1.0], [2.0, -0.4, -1.1], [-0.6, 0.8, 2.1], [1.8, 0.8, -1.3], [-0.2, -0.2, -0.2], [-1.6, -1.8, 0.2], [-0.1, 0.2, 0.1], [-0.9, 1.1, 0.3], [0.0, -0.4, 0.0], [-0.7, -0.6, -0.5], [0.1, -0.2, -0.5], [0.5, -0.5, -0.9], [1.3, 2.1, 1.8], [-0.9, -1.7, -2.4], [-0.5, -0.3, 0.3], [0.0, 0.2, 0.8], [-0.6, 0.3, -0.1], [-0.9, 1.0, -0.1], [0.1, 0.1, -0.2], [0.6, 0.3, 0.8], [-2.3, 0.8, -2.3], [1.2, -0.6, 0.2], [0.9, -2.2, -0.6], [0.9, -0.1, 0.3], [0.1, 1.2, 0.8], [-1.1, -1.2, -0.6], [1.0, -0.7, 0.7], [-1.7, 1.5, -1.6], [1.0, -0.6, 0.8], [-0.4, 1.9, 0.6], [0.3, -1.6, -0.6], [-0.9, 0.7, -0.4], [0.4, -0.7, -0.3], [0.8, -0.9, -0.3], [0.0, 0.2, 1.3], [0.3, 0.0, -0.1], [-1.0, 1.4, 1.0], [0.1, -0.9, -0.6], [0.2, -0.5, 0.1], [0.0, 0.9, 1.0], [0.4, 0.1, 0.2]],
  "de_lowest_kj_mol": 21.45,
  "homo_lumo_gap_ev": 6.280,
  "mol_weight_g_mol": 847.18,
  "max_force_ha_per_bohr": 0.0653,
  "charge": -2
}


No. 2
{
  "formula": "C36H25BrN8O2S2Sc",
  "method": "wB97M-V/def2-TZVPD",
  "species": ["Sc", "C", "C", "N", "C", "C", "C", "C", "C", "C", "C", "N", "C", "C", "C", "C", "C", "C", "C", "C", "N", "C", "H", "H", "H", "H", "H", "H", "H", "H", "H", "H", "H", "H", "N", "C", "C", "N", "C", "C", "N", "C", "C", "N", "H", "H", "H", "H", "H", "H", "S", "C", "C", "C", "C", "C", "C", "S", "H", "H", "H", "H", "Br", "C", "C", "N", "C", "C", "C", "C", "O", "O", "H", "H", "H"],
  "coordinates": [[14.115, 11.811, 11.454], [11.004, 8.574, 12.326], [11.663, 9.803, 11.977], [12.901, 9.872, 11.554], [13.588, 8.684, 11.455], [13.100, 7.444, 11.830], [11.733, 7.446, 12.292], [13.852, 6.264, 11.717], [15.118, 6.440, 11.244], [15.659, 7.647, 10.892], [14.936, 8.841, 10.956], [15.368, 10.096, 10.673], [16.593, 10.366, 10.200], [17.255, 9.617, 9.226], [18.566, 9.897, 8.869], [19.296, 10.919, 9.439], [18.672, 11.741, 10.417], [19.308, 12.823, 11.148], [18.598, 13.588, 11.992], [17.188, 13.426, 12.020], [16.551, 12.494, 11.312], [17.335, 11.538, 10.621], [9.942, 8.570, 12.575], [11.094, 10.739, 11.901], [11.326, 6.536, 12.723], [13.490, 5.284, 12.051], [15.788, 5.604, 11.063], [16.708, 7.690, 10.543], [16.736, 8.749, 8.797], [19.043, 9.159, 8.195], [20.403, 11.159, 9.188], [20.345, 13.088, 11.037], [19.084, 14.326, 12.611], [16.501, 14.091, 12.572], [15.958, 12.267, 7.168], [15.198, 11.131, 7.002], [14.294, 11.047, 8.023], [14.523, 12.153, 8.848], [15.455, 12.837, 8.289], [15.838, 14.181, 8.661], [16.956, 14.866, 8.450], [16.728, 16.083, 9.118], [15.471, 16.113, 9.637], [14.891, 14.924, 9.279], [16.569, 12.615, 6.488], [15.389, 10.479, 6.209], [13.585, 10.254, 8.213], [17.488, 16.830, 9.213], [14.897, 16.931, 10.036], [13.895, 14.724, 9.391], [14.785, 11.046, 13.989], [15.028, 12.587, 14.813], [15.766, 12.575, 16.014], [16.005, 13.751, 16.721], [15.609, 15.016, 16.231], [14.914, 15.034, 15.043], [14.619, 13.830, 14.357], [13.831, 13.982, 12.817], [16.129, 11.610, 16.446], [16.553, 13.669, 17.669], [15.832, 15.854, 16.856], [14.570, 15.939, 14.594], [6.513, 13.871, 8.573], [7.820, 13.409, 9.913], [7.413, 13.479, 11.232], [8.255, 13.444, 12.218], [9.590, 13.404, 11.920], [10.065, 13.353, 10.623], [9.127, 13.364, 9.570], [11.533, 13.223, 10.197], [11.958, 13.995, 9.340], [12.179, 12.313, 10.830], [6.424, 13.630, 11.469], [10.250, 13.388, 12.809], [9.481, 13.359, 8.543]],
  "forces_ev_per_a": [[0.8, 0.2, 0.6], [0.1, 1.4, -0.3], [-1.1, 0.1, -0.7], [-0.8, -1.2, 0.6], [1.6, 1.4, -0.6], [-2.2, -0.4, 0.6], [1.0, -0.8, 0.4], [0.1, -0.1, 0.3], [0.6, -1.5, -0.2], [1.2, 1.7, -0.8], [0.0, -0.7, 0.1], [-1.4, 0.6, 1.1], [2.1, 0.0, -1.5], [-1.0, -0.4, 0.6], [1.4, -0.4, -0.5], [2.0, 0.4, -0.1], [1.4, 0.7, -0.7], [-0.2, -0.8, -0.8], [-0.8, 0.0, 0.3], [-1.6, -0.5, -0.7], [1.3, -0.5, 0.8], [-3.3, 0.9, 1.6], [0.4, 0.1, 0.2], [0.3, -0.4, 0.4], [0.0, -0.2, -0.4], [0.0, 0.6, -0.3], [-0.2, -0.3, 0.3], [-0.8, -0.2, 0.4], [0.4, 0.5, 0.1], [-0.1, 0.8, 0.2], [-2.0, -0.8, 0.3], [0.4, -0.5, -0.3], [-0.1, 0.2, 0.0], [0.6, -0.2, -0.2], [-2.0, -1.6, 0.9], [-0.4, 0.0, 0.5], [1.2, 0.8, -0.3], [-1.4, -1.2, 0.7], [1.7, 1.4, -1.0], [-0.2, 1.1, 0.1], [-0.5, 0.1, 1.2], [0.2, -1.2, -0.6], [-0.3, 0.0, -0.8], [-0.1, 0.7, 0.8], [1.0, 0.8, -0.5], [0.2, -0.9, -1.0], [0.1, 0.3, 0.2], [0.2, 0.2, -0.2], [0.0, -0.1, 0.3], [0.2, -0.5, 0.0], [-0.4, 0.5, -0.8], [0.9, -0.8, 0.7], [0.0, -0.1, 0.8], [0.4, -0.2, 0.1], [0.0, -1.7, 0.4], [0.1, -0.8, 0.2], [0.2, 0.8, -0.4], [-0.6, 0.0, -0.9], [-0.4, 0.9, -0.6], [-0.2, 0.2, -0.4], [0.0, 0.7, -0.1], [-0.1, 0.5, -0.2], [0.2, -0.4, 0.2], [-1.2, 1.0, -0.9], [1.3, -0.2, -0.9], [2.0, 0.2, 0.7], [-0.5, -0.4, 1.0], [0.0, -0.5, -0.9], [1.2, -0.1, 0.3], [0.1, 0.2, 1.1], [0.0, -0.1, 0.0], [-0.2, 0.6, -0.6], [-2.3, 0.1, 0.5], [-0.2, 0.1, -0.8], [-0.1, 0.1, 0.2]],
  "de_lowest_kj_mol": 10.31,
  "homo_lumo_gap_ev": 6.217,
  "mol_weight_g_mol": 790.64,
  "max_force_ha_per_bohr": 0.0733,
  "charge": -1
}


No. 3
{
  "formula": "C36H25NO4PS2Ti",
  "method": "wB97M-V/def2-TZVPD",
  "species": ["Ti", "C", "C", "C", "C", "C", "C", "P", "C", "C", "C", "C", "C", "C", "C", "C", "C", "C", "C", "C", "C", "C", "C", "C", "H", "H", "H", "H", "H", "H", "H", "H", "H", "H", "H", "H", "H", "H", "H", "H", "S", "C", "C", "C", "C", "C", "C", "H", "H", "H", "H", "H", "O", "C", "O", "S", "O", "N", "C", "O", "C", "C", "C", "C", "C", "C", "H", "H", "H", "H"],
  "coordinates": [[-1.469, -0.106, -0.675], [4.919, -1.149, -1.974], [4.642, -1.641, -0.708], [3.464, -1.293, -0.065], [2.567, -0.441, -0.694], [2.845, 0.058, -1.966], [4.020, -0.297, -2.604], [1.024, 0.088, 0.074], [0.900, -0.631, 1.728], [0.700, -2.010, 1.822], [0.473, -2.592, 3.057], [0.426, -1.802, 4.199], [0.620, -0.432, 4.106], [0.862, 0.157, 2.873], [1.185, 1.872, 0.236], [2.324, 2.497, 0.676], [2.382, 3.902, 0.713], [1.324, 4.643, 0.262], [0.154, 4.025, -0.239], [-0.916, 4.769, -0.789], [-2.004, 4.131, -1.312], [-2.095, 2.723, -1.269], [-1.088, 1.950, -0.736], [0.069, 2.611, -0.231], [5.839, -1.424, -2.471], [5.344, -2.302, -0.217], [3.250, -1.687, 0.920], [2.147, 0.732, -2.452], [4.239, 0.093, -3.589], [0.728, -2.626, 0.930], [0.325, -3.661, 3.127], [0.239, -2.257, 5.163], [0.585, 0.183, 4.996], [1.003, 1.229, 2.805], [3.183, 1.913, 0.987], [3.275, 4.390, 1.078], [1.378, 5.725, 0.261], [-0.851, 5.850, -0.800], [-2.814, 4.702, -1.747], [-2.995, 2.259, -1.660], [-4.156, 1.035, 1.556], [-3.893, 0.370, 3.196], [-3.521, 1.244, 4.208], [-3.317, 0.751, 5.488], [-3.475, -0.604, 5.741], [-3.844, -1.470, 4.720], [-4.062, -0.985, 3.441], [-3.389, 2.297, 3.997], [-3.035, 1.426, 6.284], [-3.317, -0.988, 6.740], [-3.970, -2.525, 4.921], [-4.358, -1.652, 2.642], [-2.048, -0.510, 1.101], [-2.896, 0.335, 0.697], [1.217, -2.922, -1.528], [0.006, -3.150, -2.257], [-0.611, -4.434, -2.233], [-1.111, -1.988, -1.782], [-1.416, -1.201, -2.797], [-2.155, -0.188, -2.535], [-0.754, -1.486, -4.079], [-0.889, -0.842, -5.297], [-0.118, -1.304, -6.354], [0.757, -2.374, -6.190], [0.890, -3.023, -4.965], [0.120, -2.551, -3.926], [-1.573, -0.012, -5.411], [-0.198, -0.829, -7.322], [1.344, -2.711, -7.034], [1.566, -3.857, -4.838]],
  "forces_ev_per_a": [[0.1, 0.7, -0.4], [0.0, 0.0, 0.0], [0.0, 0.0, 0.0], [0.0, 0.0, 0.0], [-0.1, -0.1, -0.1], [0.0, 0.0, 0.0], [0.0, 0.0, 0.0], [-0.2, 0.1, 0.3], [0.1, -0.1, 0.0], [0.0, 0.0, 0.0], [0.0, 0.0, 0.0], [0.0, 0.0, 0.0], [0.0, 0.0, 0.0], [0.0, 0.0, 0.0], [0.0, 0.0, 0.0], [-0.1, -0.1, 0.0], [0.0, 0.1, 0.0], [0.0, 0.0, 0.0], [0.0, -0.1, 0.0], [0.0, 0.0, 0.0], [0.0, 0.0, 0.0], [0.0, 0.0, 0.0], [0.0, 0.0, 0.1], [0.1, 0.0, 0.0], [0.0, 0.0, 0.0], [0.0, 0.0, 0.0], [0.0, 0.0, 0.0], [0.0, 0.0, 0.0], [0.0, 0.0, 0.0], [0.0, 0.0, 0.0], [0.0, 0.0, 0.0], [0.0, 0.0, 0.0], [0.0, 0.0, 0.0], [0.0, 0.0, 0.0], [0.0, 0.0, 0.0], [0.0, 0.0, 0.0], [0.0, 0.0, 0.0], [0.0, 0.0, 0.0], [0.0, 0.0, 0.0], [0.0, 0.0, 0.0], [0.2, -0.2, 0.1], [0.0, 0.1, 0.0], [0.0, 0.0, 0.0], [0.0, 0.0, 0.0], [0.0, 0.0, 0.0], [0.0, 0.0, 0.0], [0.0, -0.1, 0.0], [0.0, 0.0, 0.0], [0.0, 0.0, 0.0], [0.0, 0.0, 0.0], [0.0, 0.0, 0.0], [0.0, 0.0, 0.0], [-0.1, -0.3, 0.8], [0.0, 0.0, -0.4], [-0.1, 0.0, -0.1], [0.1, -0.1, 0.1], [0.0, 0.0, 0.0], [0.2, 0.0, 0.0], [-0.1, -0.1, -0.3], [-0.1, 0.1, -0.2], [-0.1, -0.1, 0.0], [0.0, 0.0, 0.1], [0.0, 0.0, 0.0], [0.0, 0.0, 0.0], [0.0, 0.0, 0.0], [-0.1, 0.0, 0.1], [0.0, 0.0, 0.0], [0.0, 0.0, 0.0], [0.0, 0.0, 0.0], [0.0, 0.0, 0.0]],
  "de_lowest_kj_mol": 76.37,
  "homo_lumo_gap_ev": 7.329,
  "mol_weight_g_mol": 678.57,
  "max_force_ha_per_bohr": 0.0164,
  "charge": 1
}